1.
A 2-piece molecular cluster, C10H14BrN2O overall in a non-equilibrium geometry. Source: the OMol25 dataset; level of theory: the ωB97M-V functional and the def2-TZVPD basis.

The geometry in ORCA input format:
```
! RIJCOSX wB97M-V def2-TZVPD def2/J DEFGRID3
* xyz 1 1
C -2.4253 -0.2003 -0.7006
C -1.6019 1.8078 1.2980
C -0.2558 -0.8807 0.9032
C -0.8383 1.5552 0.0764
C -2.2289 2.0814 -0.0914
C 1.0543 -1.2378 -1.0430
C 3.7656 0.6202 -0.9842
C -0.8475 -0.0078 -0.2208
C 0.9568 -1.5527 0.2130
C 1.9843 -2.2944 1.0300
N -3.0252 0.9627 -0.4230
N -0.0066 -0.3757 -1.4930
O -2.8447 -1.2592 -1.0225
Br 5.1701 0.6690 0.1699
H -2.1894 1.0716 1.8060
H -1.1727 2.6393 1.9265
H -0.1138 -0.4027 1.8994
H -0.8408 -1.6688 1.3370
H 0.0506 2.0266 -0.2862
H -2.5065 3.0997 -0.5362
H 1.7797 -1.2827 -1.7992
H 3.7600 1.5647 -1.6332
H 2.3945 -1.5844 1.6645
H 2.7209 -2.7322 0.3824
H 1.4774 -3.0992 1.6989
H -3.9912 0.9215 -0.0746
H 0.3769 0.4668 -1.8995
H -0.6024 -0.9079 -2.1977
*
```

Computed properties:
Orbital gap   7.855 eV
Relative energy (zero: lowest compared OMol25 entry of this formula, charge and spin)   330.9 kJ/mol
E_HOMO   -12.0 eV

2.
A 2-piece molecular cluster, C6H12N2 overall in a non-equilibrium geometry. Source: the OMol25 dataset; level of theory: the ωB97M-V functional and the def2-TZVPD basis.

The geometry in ORCA input format:
```
! RIJCOSX wB97M-V def2-TZVPD def2/J DEFGRID3
* xyz 0 1
C -0.9273 2.5298 -0.1063
C -0.5540 -0.0277 -0.3059
C -1.2001 1.0686 0.1775
C -2.2562 -0.5822 1.0084
N -1.2062 -1.0917 0.3086
N -2.2805 0.7272 0.9220
H 0.2519 -0.2569 -0.9698
H -0.9192 -2.0561 0.2968
H -0.7048 2.7726 -1.1437
H -0.0865 2.8802 0.4900
H -2.9191 -1.3159 1.4412
H -1.8034 3.0894 0.1787
C 2.8374 -0.7147 -0.3276
C 3.7783 -1.5414 -1.1986
H 3.2419 -0.8578 0.6895
H 2.9338 0.3490 -0.4622
H 1.8467 -1.1038 -0.2006
H 4.7386 -1.0136 -1.1013
H 3.6970 -1.6714 -2.2768
H 3.8317 -2.5533 -0.7960
*
```

Computed properties:
SMILES   Cc1c[nH]cn1.CC
Orbital gap   9.363 eV
Relative energy (zero: lowest compared OMol25 entry of this formula, charge and spin)   56.0 kJ/mol
E_HOMO   -8.6 eV

3.
A 3-piece molecular cluster, C4H10FNO overall in a non-equilibrium geometry. Source: the OMol25 dataset; level of theory: the ωB97M-V functional and the def2-TZVPD basis.

The geometry in ORCA input format:
```
! RIJCOSX wB97M-V def2-TZVPD def2/J DEFGRID3
* xyz 0 1
C 1.6298 2.0442 -0.0984
C -2.4058 -1.1785 0.6597
C 1.4546 0.6432 0.3829
C -2.5523 0.2134 0.1782
N 0.8022 -0.2892 -0.1444
O -2.2962 1.2442 0.6893
F -3.0820 0.2267 -1.0901
H 1.3432 2.7422 0.6869
H 2.6813 2.2145 -0.3336
H 1.0273 2.2333 -0.9843
H -3.3936 -1.6350 0.7312
H -1.8243 -1.7517 -0.0620
H -1.9103 -1.1887 1.6256
H 1.9641 0.3874 1.3080
H 3.4835 -2.8431 -1.2003
H 0.3326 -0.0292 -1.0153
H 2.7459 -3.0338 -1.3335
*
```

Computed properties:
SMILES   [H]/N=C\C.CC(=O)F.[H][H]
Orbital gap   10.970 eV
Relative energy (zero: lowest compared OMol25 entry of this formula, charge and spin)   108.9 kJ/mol
E_HOMO   -10.0 eV